No. 1
80
Properties=species:S:1:pos:R:3 method="wB97M-V/def2-TZVPD" multiplicity=1 homo_lumo_gap_ev=10.209 lumo_ev=0.131 homo_ha=-0.370
C -2.78813 4.97817 2.02624
C -2.06462 4.27002 3.19417
O -2.90522 3.38906 3.90366
O -1.74934 5.66573 1.28969
H -3.50370 5.77681 2.22181
H -3.13208 4.20131 1.34339
H -1.58579 4.99462 3.85279
H -1.25937 3.74148 2.68395
H -2.37491 2.67616 4.26721
H -2.04274 5.75218 0.37972
C -2.69241 -4.93414 -3.23948
C -2.18654 -5.92165 -4.37176
O -2.86551 -5.53848 -5.55854
O -2.08357 -3.68946 -3.35873
H -2.33528 -5.21461 -2.24858
H -3.77980 -4.86711 -3.27415
H -2.44130 -6.93547 -4.06291
H -1.11560 -5.84958 -4.56147
H -3.80428 -5.63765 -5.38393
H -2.27058 -3.46321 -4.27276
C 4.15796 0.55028 1.81413
C 4.11233 -0.21587 3.14077
O 5.37598 0.03988 3.73749
O 4.99982 -0.03585 0.87044
H 4.41604 1.59772 1.97026
H 3.17127 0.63351 1.35850
H 3.92535 -1.27279 2.95097
H 3.30869 0.09007 3.81058
H 5.94708 -0.35693 3.07568
H 4.70427 0.17758 -0.01765
C 2.51295 1.66837 -4.01616
C 1.77285 0.98657 -5.18373
O 0.57119 0.40541 -4.75840
O 2.96291 0.69030 -3.12929
H 1.85395 2.37812 -3.51610
H 3.31955 2.24024 -4.47491
H 2.40492 0.15881 -5.50529
H 1.66683 1.58964 -6.08549
H 0.30873 -0.34149 -5.30140
H 2.17092 0.35679 -2.70135
C 1.19922 -7.56425 1.88152
C 0.92523 -6.30864 0.99246
O 1.57594 -5.17204 1.57737
O 2.58278 -8.03250 1.80136
H 0.46830 -8.26940 1.48578
H 0.91922 -7.30861 2.90346
H -0.15504 -6.16335 0.99211
H 1.31763 -6.42147 -0.01818
H 1.57182 -4.52913 0.86445
H 3.16972 -7.27959 1.90244
C -0.72597 1.28872 7.87385
C 0.01967 1.19461 6.51832
O -0.58585 0.43765 5.54869
O -0.48407 0.25250 8.79069
H -1.78356 1.26854 7.61085
H -0.49761 2.25931 8.31419
H 1.08508 1.02473 6.67363
H 0.07817 2.22404 6.16484
H -0.40443 -0.49132 5.70902
H -1.28615 -0.24249 8.97304
C -1.73222 4.98967 -3.93963
C -1.40193 5.37708 -5.43097
O -0.37361 6.38258 -5.49531
O -1.97440 6.20763 -3.18025
H -0.98401 4.30523 -3.53984
H -2.68334 4.45810 -3.90951
H -2.30244 5.76339 -5.90842
H -1.04103 4.57357 -6.07300
H -0.76621 7.25796 -5.46093
H -2.56763 6.76756 -3.68638
C -0.93580 0.58335 -0.10450
C -0.61242 -0.87849 0.34521
O 0.18559 -1.49505 -0.65089
O -1.72451 0.62861 -1.28546
H -0.03267 1.17920 -0.23653
H -1.47465 1.00117 0.74588
H -1.45201 -1.57346 0.33170
H -0.14830 -0.76982 1.32546
H -0.42808 -1.87164 -1.28586
H -1.22328 0.21155 -1.99003

No. 2
72
Properties=species:S:1:pos:R:3 method="wB97M-V/def2-TZVPD" multiplicity=1 homo_lumo_gap_ev=8.360 lumo_ev=0.038 homo_ha=-0.306
C -1.69001 -2.96282 0.91755
C -0.58349 -2.02835 1.58537
O 0.58599 -2.08361 0.76207
H -1.44318 -4.00961 1.09471
H -1.81682 -2.84201 -0.15829
H -2.72187 -2.82270 1.23962
H -0.29990 -2.36316 2.58316
H -0.84581 -0.97238 1.52042
H 0.74045 -1.15675 0.56545
C -3.46935 -2.16645 -1.37798
C -2.56765 -0.98721 -1.32076
O -2.94401 -0.18971 -2.43910
H -4.49453 -1.90536 -1.64054
H -3.32533 -2.60867 -0.39217
H -3.15420 -2.89888 -2.12116
H -1.51497 -1.11220 -1.06711
H -2.81299 -0.41898 -0.42352
H -2.56410 -0.41145 -3.29239
C 0.33720 1.50338 3.41911
C 0.80433 0.11301 2.97018
O 1.38306 -0.50507 4.03230
H -0.36677 1.58098 4.24767
H -0.07080 2.11212 2.61223
H 1.17467 2.04711 3.85628
H 1.44113 0.12779 2.08566
H -0.01629 -0.51102 2.61623
H 1.35024 -1.45311 3.88488
C 1.94282 0.07876 0.47534
C 0.74930 0.26922 -0.44788
O -0.33836 -0.19932 0.31007
H 1.96824 0.90466 1.18621
H 2.85978 0.03329 -0.11222
H 1.95169 -0.92031 0.91108
H 0.78508 -0.34115 -1.35026
H 0.81964 1.33871 -0.64626
H -1.13487 -0.08568 -0.21364
C 4.31845 1.31243 -1.14255
C 3.40897 2.29747 -1.93100
O 2.21145 2.32477 -1.17226
H 3.74342 0.39574 -1.01166
H 4.48911 1.74848 -0.15826
H 5.23094 1.05754 -1.68149
H 3.10042 1.93866 -2.91291
H 3.82165 3.30395 -2.00019
H 2.19873 3.25809 -0.94784
C 1.27880 -3.19177 -1.32460
C 2.30165 -1.97475 -1.27208
O 3.39386 -2.10059 -2.15696
H 0.83375 -3.28854 -2.31489
H 0.50417 -3.16653 -0.55817
H 1.87193 -4.09253 -1.16673
H 2.78489 -1.96930 -0.29507
H 1.73382 -1.04813 -1.35585
H 3.26574 -1.47405 -2.87296
C -1.92301 2.38749 -1.77469
C -0.69010 1.46413 -1.44385
O -1.06277 0.12871 -1.33665
H -1.97788 2.52675 -2.85436
H -1.84129 3.34549 -1.26121
H -2.93793 2.14435 -1.46018
H -0.47594 1.75668 -0.41592
H 0.14296 1.65588 -2.12012
H -1.73177 0.01310 -2.01538
C -1.80095 1.08017 1.12091
C -2.02022 2.31357 1.93576
O -3.29161 2.61177 2.36719
H -1.91655 0.24041 1.80613
H -0.79924 1.02371 0.69490
H -2.53706 0.84048 0.35359
H -1.84541 3.15157 1.26099
H -1.28873 2.36879 2.74197
H -3.21251 3.46293 2.80407

No. 3
72
Properties=species:S:1:pos:R:3 method="wB97M-V/def2-TZVPD" multiplicity=1 homo_lumo_gap_ev=10.216 lumo_ev=0.366 homo_ha=-0.362
C -0.10501 2.03741 0.24136
C -0.90102 0.72764 0.03130
C -2.21041 0.99316 -0.74412
O 0.00771 0.05136 -0.87056
H 0.70672 1.89055 0.96295
H -0.69340 2.80798 0.75422
H 0.38864 2.37411 -0.66415
H -1.10327 0.12015 0.91379
H -2.70702 0.06908 -1.04821
H -2.02767 1.60218 -1.62953
H -2.95323 1.50615 -0.12695
H 0.05030 -0.87756 -0.56652
C -0.48726 -2.27966 3.37123
C 0.90935 -1.96918 3.83374
C 1.71054 -1.09571 2.86710
O 0.88214 -1.22164 5.05862
H -0.56186 -2.81905 2.42658
H -1.03549 -1.33672 3.35428
H -0.97788 -2.93833 4.09519
H 1.51466 -2.87285 3.97396
H 1.19191 -0.22573 2.44252
H 2.05973 -1.69738 2.03053
H 2.48084 -0.51002 3.37343
H 0.68730 -1.86367 5.75185
C -4.51927 -2.76363 -1.95205
C -3.73125 -3.86459 -1.26794
C -4.32075 -5.24563 -1.58307
O -2.35276 -3.77205 -1.64935
H -5.56942 -2.99377 -2.13075
H -4.13788 -2.66643 -2.97591
H -4.33822 -1.80532 -1.46904
H -3.76655 -3.69003 -0.19261
H -3.62489 -6.05288 -1.34652
H -4.50275 -5.43182 -2.64486
H -5.23621 -5.29358 -0.99474
H -2.30816 -3.95432 -2.59472
C 3.60860 6.35505 2.54693
C 2.62210 5.32665 3.11875
C 2.96614 3.92006 2.58513
O 2.77563 5.32195 4.55520
H 4.47229 6.52725 3.18644
H 3.13085 7.33273 2.45682
H 3.93389 6.02904 1.55747
H 1.59515 5.59610 2.88108
H 2.49487 3.74982 1.61541
H 2.59292 3.09020 3.19374
H 4.04403 3.74846 2.55089
H 3.40709 4.61428 4.71537
C -0.55606 -1.27864 -3.92111
O -0.01158 0.03267 -3.85995
H -1.16565 -1.35120 -4.82860
H 0.29588 -1.96105 -4.01546
H -1.18957 -1.58853 -3.08757
H -0.18911 0.33326 -2.95763
C -2.43767 2.46807 -5.11321
O -3.49230 2.81220 -6.00693
H -1.53604 3.06524 -5.28125
H -2.82637 2.80789 -4.14989
H -2.20294 1.40429 -5.09412
H -3.36902 2.31283 -6.81944
C 3.74493 0.70029 0.46605
O 5.02046 0.37963 1.02606
H 3.80374 0.69199 -0.62358
H 2.96912 0.02116 0.80849
H 3.45875 1.72528 0.70178
H 4.96197 -0.47070 1.46590
C 1.84740 -3.12528 -0.45485
O 0.51730 -2.59547 -0.34260
H 1.84822 -4.07967 -0.98044
H 2.33278 -2.43358 -1.14339
H 2.27417 -3.14016 0.54374
H -0.16022 -3.28034 -0.32633

No. 4
83
Properties=species:S:1:pos:R:3 method="wB97M-V/def2-TZVPD" multiplicity=1 homo_lumo_gap_ev=9.771 lumo_ev=0.257 homo_ha=-0.350
O -2.36128 -3.14115 0.78729
H -1.77459 -2.60510 0.23274
H -1.93777 -3.15438 1.66818
C 2.37072 -0.42576 -4.10498
C 0.89736 -0.58180 -3.70945
O 0.80101 -0.17682 -2.36745
O 2.66853 0.98062 -3.99566
H 2.55770 -0.57807 -5.17261
H 3.02392 -0.98900 -3.44426
H 0.47174 -1.54899 -3.98444
H 0.31168 0.11950 -4.32356
H 1.17082 0.72035 -2.36004
H 2.38302 1.41413 -4.80339
C 4.59446 -1.70951 0.58915
C 3.70538 -2.04299 -0.60358
O 3.61672 -3.45471 -0.78503
O 3.99627 -2.12791 1.80597
H 4.81148 -0.64385 0.55302
H 5.56828 -2.20016 0.50022
H 4.22399 -1.67086 -1.49315
H 2.70927 -1.62370 -0.45492
H 2.91136 -3.69334 -1.38896
H 3.58448 -2.98546 1.65634
C -2.69125 -1.43798 -2.92626
C -3.24645 -2.85316 -2.94885
O -4.41684 -2.96717 -3.78564
O -3.67517 -0.51537 -2.45446
H -2.45320 -1.12836 -3.94855
H -1.82495 -1.44972 -2.26881
H -3.46156 -3.22851 -1.94348
H -2.57191 -3.63560 -3.31666
H -4.88336 -3.75545 -3.49835
H -4.28654 -0.41890 -3.19249
C -0.72275 0.19434 0.38556
C -1.97393 1.02038 0.13426
O -2.00468 1.45874 -1.22445
O -0.68813 -1.08298 -0.20893
H -0.63596 0.10092 1.47581
H 0.11772 0.81915 0.07002
H -1.92588 1.85936 0.82263
H -2.87683 0.41829 0.27176
H -2.09745 0.65021 -1.74892
H -0.06306 -0.98743 -0.94230
C -1.72850 2.44221 -4.64567
C -2.04275 2.76756 -6.08892
O -0.99242 3.52974 -6.65262
O -2.07773 3.62212 -3.88073
H -0.65891 2.28083 -4.48686
H -2.27186 1.55564 -4.30231
H -2.95472 3.36672 -6.12998
H -2.14689 1.80909 -6.60466
H -1.12734 4.45468 -6.43326
H -2.15866 3.28819 -2.97394
C -0.91945 1.98120 5.26224
C 0.32082 2.19070 6.14337
O 0.69650 3.54278 6.14143
O -0.71255 2.61036 3.99753
H -1.88521 2.29640 5.64553
H -0.94599 0.92528 4.96308
H 1.15930 1.55800 5.83225
H 0.04102 1.81362 7.13150
H 0.88497 3.80779 5.23656
H -0.07662 2.14853 3.44634
C -1.17658 -3.00374 4.32343
C -0.66110 -2.30890 5.54446
O -1.56864 -1.34727 6.05429
O -1.46062 -2.14338 3.19292
H -2.10859 -3.55476 4.49499
H -0.49906 -3.72482 3.85998
H 0.27749 -1.80366 5.28365
H -0.42290 -3.06580 6.29713
H -1.26248 -1.05711 6.91653
H -1.55825 -1.24271 3.52405
C 3.25278 1.98762 1.01881
C 2.46604 1.53546 2.21138
O 1.34511 2.32258 2.58516
O 2.35319 1.96117 -0.09263
H 4.11936 1.37125 0.79311
H 3.55888 3.02482 1.19720
H 3.16559 1.58877 3.06016
H 2.10374 0.51569 2.08181
H 1.66327 3.17939 2.89052
H 2.08745 2.83209 -0.39108

No. 5
84
Properties=species:S:1:pos:R:3 method="wB97M-V/def2-TZVPD" multiplicity=1 total_charge=+1 homo_lumo_gap_ev=5.104 lumo_ev=-4.444 homo_ha=-0.351
C -8.96629 -4.39416 2.57257
C -8.76504 -5.88726 3.12723
N -7.41787 -6.35608 2.69363
S -6.28640 -6.48405 3.97902
P -6.14619 -4.63139 5.08364
N -6.15820 -3.42249 4.02659
B -4.59388 -6.60984 3.09166
O -3.64120 -7.47656 3.60689
O -4.43453 -5.78031 1.96373
C -3.51209 -4.71342 2.38397
C -3.73606 -3.37454 1.58936
H -8.23241 -4.29208 1.73382
H -10.00251 -4.29374 2.17865
H -8.74951 -3.65788 3.37907
H -8.93561 -5.93945 4.23210
H -9.58598 -6.49173 2.65712
H -7.45064 -7.21205 2.13773
H -7.20530 -4.50980 6.05379
H -4.87287 -4.62189 5.74454
H -6.26162 -3.84812 3.09600
H -2.75740 -7.14729 3.37022
H -3.62411 -4.54302 3.48767
H -2.46247 -5.04716 2.18380
H -4.34593 -2.65996 2.20096
H -2.73493 -2.90724 1.41624
H -4.25658 -3.52164 0.61216
O -1.64381 -0.19508 1.68830
P -0.69609 0.66888 0.84379
N 0.43288 -0.61677 0.50699
C 1.85847 -0.48613 0.24062
C -0.10677 -1.69187 -0.32815
N -0.12579 1.58817 2.20812
C 1.26769 1.65957 2.61298
C -0.94232 1.54389 3.42249
N 0.17319 1.77462 -0.23656
C -0.12078 3.21524 -0.01273
C -0.19050 1.55432 -1.66108
H 2.08176 -0.03962 -0.73630
H 2.33627 -1.47091 0.25747
H 2.38403 0.08195 0.99927
H -0.19192 -1.39785 -1.38144
H -1.09965 -1.99184 0.00995
H 0.52390 -2.58386 -0.28674
H 1.62311 0.70527 3.01938
H 1.40446 2.42401 3.38462
H 1.91529 1.97796 1.79407
H -0.79873 0.60858 3.97266
H -2.00045 1.65636 3.19046
H -0.68851 2.37343 4.08979
H -1.19359 3.42090 -0.06578
H 0.38887 3.82847 -0.76104
H 0.24415 3.58251 0.94247
H -1.27120 1.62315 -1.81527
H 0.14647 0.58348 -2.02218
H 0.29663 2.29001 -2.30428
O 2.81801 3.67496 -3.10281
P 4.28794 3.93930 -3.45924
N 4.48224 2.49008 -4.40606
C 5.71116 1.74178 -4.62421
C 3.68534 2.46090 -5.63592
N 4.85569 3.65862 -1.83719
C 5.83135 2.64294 -1.48088
C 3.85172 3.70897 -0.77638
N 5.91068 4.50575 -3.90453
C 6.46378 5.55715 -3.00846
C 5.92352 5.13785 -5.24922
H 6.42767 2.25780 -5.27558
H 5.48703 0.78027 -5.09618
H 6.22011 1.47885 -3.70424
H 4.10167 3.10943 -6.41673
H 2.66157 2.78723 -5.44887
H 3.62396 1.45055 -6.04711
H 5.42300 1.63100 -1.58752
H 6.15235 2.76695 -0.44149
H 6.74903 2.73553 -2.06386
H 3.25096 2.79312 -0.74867
H 3.18684 4.56234 -0.90480
H 4.32160 3.83791 0.20397
H 5.78644 6.41187 -2.92733
H 7.42670 5.91040 -3.38714
H 6.67090 5.19333 -2.00603
H 5.19111 5.94679 -5.32052
H 5.71686 4.41783 -6.03974
H 6.90935 5.54680 -5.47728

No. 6
78
Properties=species:S:1:pos:R:3 method="wB97M-V/def2-TZVPD" multiplicity=1 total_charge=+1 homo_lumo_gap_ev=9.173 lumo_ev=-2.620 homo_ha=-0.433
C -1.89515 1.03225 5.92532
C -0.90328 0.31010 5.01930
C -1.63560 -0.75111 4.15676
C -1.91277 -0.25720 2.74302
N -0.79601 -0.46097 1.74817
C 0.53894 -0.78707 2.32711
C 1.61185 -0.75698 1.21784
O 1.04080 -0.92173 -0.05448
C 0.17010 0.16144 -0.39106
C -0.61386 0.71090 0.80219
N -1.87236 1.26271 0.40312
H -2.66418 1.50158 5.31584
H -2.39888 0.30026 6.55209
H -1.42079 1.77956 6.54849
H -0.49540 1.05671 4.33763
H -0.07624 -0.11591 5.57660
H -1.15237 -1.72306 4.18451
H -2.61713 -0.89853 4.59744
H -2.77582 -0.78213 2.34868
H -2.18876 0.78772 2.78308
H -1.06291 -1.24387 1.14856
H 0.49878 -1.79123 2.72575
H 0.82261 -0.07756 3.09207
H 2.19487 0.16460 1.27074
H 2.31007 -1.57257 1.36951
H 0.75626 0.96536 -0.83811
H -0.49298 -0.21502 -1.16509
H -0.00789 1.44675 1.32126
H -2.20721 0.79769 -0.43511
H -1.72485 2.24235 0.17430
C 1.91479 1.90684 -3.37757
O 1.03411 2.89236 -2.82345
H 1.70476 0.97445 -2.85654
H 1.74097 1.76025 -4.44217
H 2.95778 2.17763 -3.21708
H 1.22341 3.72345 -3.27243
C 3.89634 -0.64595 -5.32925
O 3.95227 0.77715 -5.42333
H 3.01256 -0.90367 -4.75057
H 3.81459 -1.10249 -6.31792
H 4.77763 -1.04183 -4.81956
H 4.73470 1.00588 -5.93548
C 1.17975 -4.45837 -1.32056
O 1.67702 -3.17709 -1.69739
H 1.63642 -5.20133 -1.96795
H 1.44105 -4.69163 -0.28291
H 0.09408 -4.50890 -1.44142
H 1.26132 -2.51983 -1.12643
C -1.19734 6.24480 -3.20025
O -1.19865 5.05903 -2.39940
H -1.80656 6.98967 -2.70396
H -0.18404 6.63916 -3.31012
H -1.61919 6.04431 -4.18864
H -0.65631 4.39680 -2.83994
C -4.05750 -2.01516 -0.55973
O -3.69834 -0.66882 -0.88330
H -3.54039 -2.67047 -1.25481
H -3.75732 -2.27130 0.46225
H -5.13181 -2.16732 -0.66362
H -4.17127 -0.08833 -0.27564
C -2.18469 10.13337 -4.45982
O -1.64050 9.36427 -3.38895
H -2.72279 9.45033 -5.11156
H -2.88124 10.88830 -4.08833
H -1.39467 10.62154 -5.03513
H -1.16375 9.96655 -2.80871
C 0.07730 -6.95751 1.92761
O -0.73073 -6.10538 1.10783
H -0.19423 -7.98400 1.69866
H 1.13385 -6.80722 1.71700
H -0.11153 -6.77003 2.98823
H -0.48451 -5.19816 1.30882
C 3.65946 -5.69631 3.91281
O 3.27071 -6.29644 2.68045
H 2.75641 -5.33443 4.39940
H 4.14349 -6.42150 4.56970
H 4.33573 -4.85344 3.74634
H 4.06708 -6.62429 2.24928